Entry 1:
DFT (the ωB97M-V functional and the def2-TZVPD basis) results for a structure of composition C9H36B2NO3 in a non-equilibrium geometry.

## Properties
Orbital gap: 5.95 eV
ΔE to the lowest compared entry with this formula, charge and spin: 1765.0 kJ/mol
Charge: -1
HOMO: -3.03 eV

Last column: Löwdin charge in e.
Element x y z (Å)
O -0.77 1.10 -0.23  -0.170
O -0.93 -1.30 -0.67  0.050
O 0.97 -0.04 2.08  -0.019
N 0.58 -0.39 0.06  0.001
C -2.52 0.90 -1.90  -0.021
C -2.20 2.93 -0.33  -0.059
C -0.13 2.16 2.07  -0.018
C -2.08 1.44 -0.50  -0.457
C -0.35 -3.54 -0.57  -0.039
C 0.28 0.88 2.90  -0.427
C -0.12 -2.24 -1.27  -0.427
C -0.66 -2.39 -2.68  -0.036
C 1.12 1.18 4.10  -0.073
B 2.44 -1.62 -0.17  -0.470
B 1.87 0.95 -1.21  -0.400
H 0.66 1.84 4.83  0.076
H -0.68 -1.48 -3.28  0.080
H 0.79 0.97 -1.15  -0.002
H -0.88 1.99 1.30  0.024
H -0.66 2.90 2.67  0.073
H 1.87 0.30 2.08  0.122
H -1.29 -4.01 -0.84  0.075
H -1.88 3.18 0.68  0.057
H 1.60 -2.07 0.33  0.017
H -3.56 0.58 -2.01  0.068
H -0.20 -3.14 -3.32  0.083
H -0.59 0.40 3.34  0.138
H 0.77 2.62 1.67  0.106
H 2.68 -0.66 0.27  -0.005
H 3.29 -2.28 -0.21  -0.020
H -2.39 1.70 -2.64  0.074
H 0.94 0.32 -0.56  -0.134
H -3.16 3.36 -0.59  0.080
H 2.23 -1.40 -1.21  -0.011
H 0.46 -4.23 -0.82  0.094
H 0.33 0.03 0.95  0.013
H 2.31 1.84 -1.63  -0.027
H 1.34 -1.02 0.23  -0.101
H -0.18 -3.51 0.51  0.090
H -1.82 -1.64 -0.59  0.160
H 2.13 0.12 -1.85  0.007
H -1.48 3.51 -0.92  0.096
H -0.13 -0.91 -0.44  -0.277
H 2.09 1.55 3.77  0.088
H 2.31 0.79 -0.24  0.001
H -1.89 0.06 -2.17  0.053
H 0.93 -1.96 -1.28  0.091
H -1.71 -2.69 -2.63  0.069
H -2.76 0.95 0.20  0.139
H -0.27 1.70 -0.79  0.088
H 1.27 0.27 4.68  0.080

=====

Entry 2:
DFT (the ωB97M-V functional and the def2-TZVPD basis) results for a structure of composition C9H36BeN18O13S in a non-equilibrium geometry.

## Properties
Orbital gap: 2.87 eV
ΔE to the lowest compared entry with this formula, charge and spin: 1663.5 kJ/mol
Charge: 0
HOMO: -9.49 eV

Last column: Löwdin charge in e.
Element x y z (Å)
S 0.25 0.91 -0.34  0.241
O 2.57 -5.70 -1.61  0.018
O 7.25 -3.06 0.41  0.098
O 1.26 9.05 -1.75  -0.007
O -5.86 5.33 2.70  0.117
O 2.93 2.28 -7.83  0.001
O -0.90 -3.78 6.13  0.050
O 1.50 0.17 0.01  -0.154
O -6.41 0.99 -4.28  0.048
O 0.40 1.35 -1.73  -0.135
O -0.82 -0.11 -0.31  -0.173
O -6.83 -5.63 2.87  -0.024
O -0.01 2.02 0.51  -0.247
O 5.25 3.56 6.18  0.085
N 0.84 -6.39 -0.36  0.128
N -8.36 -5.86 1.15  0.147
N -0.28 7.70 -1.12  0.156
N 2.65 -7.48 -0.14  0.157
N -5.06 -0.34 -3.11  0.153
N 0.35 -2.84 4.59  0.144
N -4.28 1.46 -4.08  0.160
N 1.09 3.53 -8.13  0.151
N -4.10 4.11 3.08  0.154
N 8.71 -4.09 1.64  0.156
N -5.08 3.85 1.34  0.171
N 5.44 2.83 4.16  0.151
N 6.72 -3.79 2.36  0.163
N -6.25 -5.45 0.72  0.151
N 2.67 3.70 -9.54  0.154
N -1.62 -3.09 4.11  0.167
N 1.70 6.91 -1.04  0.177
N 3.48 3.38 4.92  0.174
C 2.12 -6.44 -0.74  -0.746
C -7.13 -5.65 1.64  -0.716
C -5.12 4.48 2.42  -0.917
C 4.71 3.23 5.20  -0.865
C -5.31 0.70 -3.90  -0.803
C 0.95 7.93 -1.30  -0.798
C 7.54 -3.51 1.43  -0.873
C -0.78 -3.30 5.03  -0.837
C 2.24 3.05 -8.51  -0.772
Be 3.85 -0.77 -3.62  0.462
H 8.69 -4.58 2.52  0.093
H 0.85 3.28 -7.18  0.121
H 0.50 -2.43 3.68  0.107
H 4.88 2.35 3.47  0.094
H -1.38 -2.60 3.26  0.117
H 6.44 2.77 4.22  0.117
H -4.14 -0.52 -2.72  0.101
H 1.12 -2.77 5.25  0.120
H 3.09 3.06 4.04  0.115
H -5.28 -5.34 1.00  0.122
H 1.09 6.21 -0.65  0.102
H 0.36 -5.50 -0.37  0.108
H 3.57 -7.68 -0.51  0.122
H 9.37 -4.29 0.90  0.118
H -8.50 -5.95 0.16  0.096
H -5.84 -0.91 -2.81  0.115
H -3.30 3.82 2.53  0.108
H -0.51 6.85 -0.62  0.105
H -3.85 4.72 3.84  0.129
H 2.67 6.98 -0.76  0.129
H -4.39 2.40 -4.41  0.123
H 2.94 3.53 5.76  0.130
H 0.46 3.99 -8.77  0.114
H -3.43 1.22 -3.58  0.104
H -2.58 -3.13 4.41  0.133
H 6.93 -4.52 3.03  0.116
H -6.48 -5.53 -0.26  0.110
H 3.66 3.73 -9.76  0.123
H 2.12 4.46 -9.92  0.109
H -5.37 4.25 0.46  0.135
H 0.38 -7.15 0.11  0.099
H 2.11 -8.04 0.49  0.114
H -9.10 -6.31 1.67  0.113
H -4.20 3.35 1.37  0.103
H -1.07 8.29 -1.33  0.135
H 5.88 -3.23 2.27  0.128

=====

Entry 3:
DFT (the ωB97M-V functional and the def2-TZVPD basis) results for a structure of composition C9H36F2N19O13S2Sn in a non-equilibrium geometry.

## Properties
⟨S²⟩: 0.7527
Spin multiplicity: 2
Orbital gap (spin up / spin down): 4.83 / 4.96 eV
Charge: 0
HOMO (spin up / spin down): -8.51 / -8.51 eV

Last column: Löwdin spin population.
Element x y z (Å)
Sn 1.01 4.89 0.58  0.891
S 2.07 2.51 -2.49  0.003
S 2.34 4.67 -3.42  0.002
F 0.85 1.67 -1.71  0.001
F 1.56 6.06 -3.09  0.001
O 1.94 4.59 -4.80  0.000
O -3.35 5.16 -1.96  0.004
O 7.13 1.74 -1.82  0.000
O 1.34 -2.95 -3.74  0.000
O 0.80 1.77 1.22  0.011
O -1.87 0.06 -5.96  0.000
O 5.89 8.85 -5.01  0.000
O 6.80 7.06 -1.67  0.001
O 3.22 2.06 -1.67  0.003
O -0.86 -0.58 -0.58  0.000
O 3.68 5.22 -3.13  0.002
O 1.87 1.95 -3.84  0.000
O -0.02 7.42 -7.09  0.000
N 3.94 8.01 -5.58  0.000
N -2.65 1.70 -7.21  0.000
N 0.77 -1.01 -4.57  0.000
N 7.27 3.55 -0.44  0.000
N -3.06 -0.79 -0.35  0.000
N 5.91 7.24 0.40  0.000
N -1.77 3.62 -2.48  0.002
N 5.48 2.62 -0.64  0.001
N -2.25 0.62 -1.87  0.000
N 4.42 8.18 -3.49  0.000
N -1.21 5.60 -2.40  0.018
N 1.50 3.78 -2.14  0.012
N 1.25 -0.43 1.34  0.000
N 5.12 5.83 -0.87  0.006
N -0.52 7.49 -5.03  0.000
N 0.15 9.31 -5.81  0.000
N -0.84 2.17 -6.24  0.000
N 2.62 -1.20 -3.69  0.000
N 2.52 0.87 2.26  0.000
C 1.55 -1.78 -3.94  0.000
C -1.82 1.20 -6.44  0.000
C 4.82 8.36 -4.68  0.000
C -0.11 8.06 -6.07  0.000
C -2.25 4.82 -2.30  0.007
C -2.00 -0.24 -0.89  0.000
C 6.08 6.66 -0.76  0.001
C 6.67 2.57 -1.06  0.000
C 1.41 0.81 1.63  0.000
H -0.12 9.69 -4.92  0.000
H 4.52 5.65 -0.07  0.023
H -3.97 -0.62 -0.76  0.000
H 4.98 5.56 -1.83  0.000
H 3.04 7.66 -5.29  0.000
H -0.26 5.36 -2.66  0.003
H -0.01 1.73 -5.87  0.000
H -3.03 -1.60 0.24  0.000
H -1.35 6.44 -1.85  0.004
H 5.38 6.74 1.10  0.001
H 0.39 -0.66 0.86  0.000
H -3.16 0.87 -2.23  0.000
H 1.16 -0.39 -5.27  0.000
H 2.54 -0.22 -3.90  0.000
H -2.32 2.83 -2.19  0.000
H 2.96 1.75 2.50  0.002
H -0.31 7.93 -4.15  0.000
H 8.27 3.61 -0.53  0.000
H 4.72 2.05 -0.98  0.000
H 2.77 0.08 2.84  0.000
H -3.35 1.11 -7.65  0.000
H 6.64 4.04 0.19  0.000
H 6.54 8.02 0.48  0.000
H 3.46 -1.56 -3.24  0.000
H 5.12 8.19 -2.76  0.000
H -0.78 3.45 -2.39  0.002
H -1.01 6.61 -4.99  0.000
H 4.17 7.98 -6.56  0.000
H 1.98 -1.06 1.65  0.000
H -1.32 3.04 -6.10  0.000
H -1.50 1.10 -2.35  0.000
H -0.21 -1.22 -4.71  0.000
H 0.32 9.86 -6.65  0.000
H 3.63 7.59 -3.26  0.000
H -2.24 2.36 -7.85  0.000
H 5.30 3.31 0.07  0.001

=====

Entry 4:
DFT (the ωB97M-V functional and the def2-TZVPD basis) results for a structure of composition C9H36FeN18O13P in a non-equilibrium geometry.

## Properties
⟨S²⟩: 6.0081
Spin multiplicity: 5
Orbital gap (spin up / spin down): 8.02 / 7.66 eV
ΔE to the lowest compared entry with this formula, charge and spin: 237.7 kJ/mol
Charge: -1
HOMO (spin up / spin down): -7.32 / -7.32 eV

Last column: Löwdin spin population.
Element x y z (Å)
Fe -1.32 2.45 0.00  3.697
P -0.34 0.39 -0.01  0.012
O 0.36 1.61 -0.69  0.077
O 2.54 4.54 -3.83  0.001
O -0.84 -0.81 5.71  0.000
O -3.01 -0.22 -5.05  0.000
O 0.41 -0.92 -0.05  0.008
O -1.70 0.71 -0.69  0.083
O 3.28 -2.98 2.95  0.000
O 3.60 3.40 2.18  0.000
O -3.03 2.84 1.23  0.037
O 4.49 -1.17 -2.60  0.000
O -0.31 -4.35 -3.71  0.000
O -0.55 1.02 1.35  0.059
O -3.52 -3.99 0.00  0.000
N -0.33 0.64 4.03  0.001
N -1.13 -0.15 -3.81  0.000
N -1.44 -1.20 3.50  0.000
N -1.49 -3.28 0.68  0.000
N 0.94 -4.43 -1.77  0.000
N 2.63 3.82 -1.66  0.000
N 1.59 -2.74 1.50  0.000
N 0.92 3.15 -2.96  0.002
N -3.72 1.88 3.17  0.002
N -2.84 -1.94 -0.60  0.002
N 1.53 2.55 2.27  0.001
N 2.75 0.19 -2.33  0.001
N -5.00 3.46 2.16  0.003
N -3.06 0.48 -2.89  0.001
N 2.94 1.91 0.58  0.001
N 3.00 -1.68 -0.97  0.000
N 0.18 -2.47 -2.51  0.000
N 2.25 -0.94 2.68  0.000
C 2.75 2.67 1.66  0.000
C -2.62 -3.13 -0.01  0.000
C 3.44 -0.93 -2.00  0.000
C -2.46 0.00 -3.97  0.000
C 2.49 -2.23 2.40  0.000
C -3.89 2.70 2.11  0.006
C 2.08 3.88 -2.90  0.000
C 0.18 -3.83 -2.72  0.000
C -0.87 -0.49 4.53  0.000
H 0.77 2.43 -2.27  0.000
H -5.64 3.41 2.93  0.000
H 1.12 -2.11 0.83  0.000
H -1.80 -2.11 3.74  0.000
H -0.21 0.82 3.03  0.001
H 0.50 3.24 -3.87  0.000
H -4.06 0.59 -2.84  0.000
H 1.93 0.33 -1.77  0.001
H 1.63 -3.85 -1.31  0.000
H 2.15 1.46 0.16  0.000
H -2.46 0.42 -2.05  0.001
H -0.64 0.14 -2.98  0.000
H 1.13 -5.33 -2.19  0.000
H 3.60 -2.33 -0.50  0.000
H 3.48 4.25 -1.33  0.000
H 0.42 -2.03 -1.63  0.000
H 2.05 3.24 -1.09  0.000
H 3.02 0.62 -3.19  0.000
H -4.21 2.04 4.03  0.000
H -1.32 -4.12 1.20  0.000
H -2.05 -1.26 -0.65  0.001
H -1.32 -0.72 2.62  0.000
H -2.82 1.44 3.02  0.000
H 3.86 1.86 0.18  0.000
H -0.51 -0.23 -4.59  0.000
H 0.79 1.91 1.97  0.000
H -0.36 -1.96 -3.20  0.000
H 1.72 -3.73 1.33  0.000
H -5.26 4.03 1.37  0.000
H 1.44 2.94 3.19  0.000
H -3.49 -1.87 -1.37  0.000
H 2.39 -0.58 3.60  0.000
H -0.85 -2.51 0.70  0.000
H 0.44 1.06 4.54  0.000
H 2.07 -1.41 -0.63  0.000
H 1.61 -0.45 2.08  0.000

=====

Entry 5:
DFT (the ωB97M-V functional and the def2-TZVPD basis) results for a structure of composition C9H36N12O9 in a non-equilibrium geometry.

## Properties
Orbital gap: 8.14 eV
ΔE to the lowest compared entry with this formula, charge and spin: 1743.9 kJ/mol
Charge: 0
HOMO: -7.93 eV

Last column: Löwdin charge in e.
Element x y z (Å)
O 1.82 -4.63 0.65  0.016
O -0.05 -0.08 -0.91  -0.178
O 0.15 2.20 1.93  0.014
O 0.43 -2.25 -2.23  0.001
O -1.79 -1.21 -1.07  0.117
O -0.05 2.08 -2.86  -0.007
O -2.65 2.60 -0.10  -0.074
O -0.47 -0.67 3.65  -0.080
O 3.57 -0.91 3.51  0.043
N 0.54 2.12 -0.73  0.167
N 0.68 -0.12 -2.80  0.163
N 1.48 -0.83 4.25  0.111
N 1.87 -1.33 2.23  0.172
N -3.54 -1.83 -2.24  0.193
N 0.40 -1.58 -4.37  0.201
N 0.63 3.92 -1.89  0.178
N 1.45 1.68 3.49  0.178
N 0.67 -4.20 -1.24  0.179
N 2.01 3.49 2.35  0.197
N -2.38 -0.08 -2.89  0.180
N 1.33 -2.59 -0.02  0.112
C 2.37 -0.96 3.32  -0.807
C 0.47 -0.19 0.45  -0.039
C 0.40 2.64 -1.91  -0.795
C -1.76 -0.48 2.99  -0.003
C -2.15 2.16 -1.30  -0.191
C -2.58 -1.00 -1.95  -0.669
C 1.32 -3.87 -0.18  -0.758
C 1.15 2.52 2.52  -0.736
C 0.42 -1.37 -3.11  -0.619
H -2.55 -0.51 3.75  0.089
H 1.81 4.18 1.64  0.117
H -1.83 2.96 -1.97  0.095
H -0.49 -0.21 4.50  0.140
H 0.73 -0.07 -1.79  -0.061
H 2.09 -2.26 0.55  0.077
H -1.63 0.50 2.52  0.085
H 2.35 1.77 3.94  0.112
H 1.02 -1.14 0.48  0.026
H -1.49 0.37 -2.69  0.078
H 0.88 -1.15 2.11  0.089
H 1.75 -0.78 5.22  0.140
H -3.60 2.72 -0.12  0.081
H -3.86 -2.60 -1.67  0.127
H -2.98 1.60 -1.74  0.083
H 1.08 0.67 0.72  0.100
H -1.00 -0.16 -1.03  -0.031
H 0.69 -0.93 -5.09  0.130
H 0.52 -0.93 3.94  -0.177
H -0.28 -0.25 1.24  0.080
H -1.36 1.41 -1.23  0.050
H 0.48 4.39 -2.77  0.120
H 0.54 1.12 -0.57  -0.013
H 0.32 -2.57 -4.57  0.130
H -4.29 -1.50 -2.84  0.111
H 2.80 3.58 2.96  0.122
H 0.76 0.49 -3.60  0.116
H -2.03 -1.36 2.41  0.103
H -2.97 -0.10 -3.71  0.137
H 0.43 4.39 -1.01  0.115
H 0.64 2.79 0.02  0.088
H 0.64 -5.12 -1.66  0.116
H 2.46 -1.78 1.54  0.109
H 0.52 -3.46 -1.91  -0.062
H 1.13 -2.15 -0.90  0.060
H 0.98 0.83 3.77  0.055

=====

Entry 6:
DFT (the ωB97M-V functional and the def2-TZVPD basis) results for a cluster of 7 separate species, C9H36N16O8PS in total in a non-equilibrium geometry.

## Properties
Orbital gap: 8.04 eV
Charge: +1
HOMO: -11.13 eV

Last column: Löwdin charge in e.
Element x y z (Å)
S 2.04 -0.77 1.90  0.424
P 2.81 0.88 1.27  0.171
O 7.40 -7.34 4.23  0.019
O -5.68 2.09 -7.66  0.007
O 4.25 1.09 1.94  -0.170
O -3.78 5.07 2.04  0.048
O 3.08 0.95 -0.27  -0.147
O 3.09 -4.24 3.64  0.026
O 0.84 0.67 -1.96  -0.027
O -1.13 0.38 -6.22  -0.003
N -7.52 2.79 -6.54  0.152
N -2.34 4.09 3.48  0.133
N -0.21 -1.31 -1.55  0.168
N -1.31 0.18 1.29  0.032
N 4.33 -2.36 3.86  0.136
N -0.24 2.40 1.03  0.140
N 4.86 -4.27 5.06  0.150
N 0.09 -0.56 -3.70  0.187
N -3.16 0.22 -7.22  0.167
N 0.25 2.00 3.25  0.088
N 7.42 -8.14 2.10  0.147
N -7.70 1.93 -8.67  0.156
N -2.98 1.08 -5.10  0.154
N -4.41 4.83 4.20  0.160
N 6.15 -6.29 2.65  0.156
N 1.99 2.33 1.72  0.010
C -2.35 0.55 -6.19  -0.678
C 7.02 -7.26 3.07  -0.687
C 0.64 2.21 2.04  -0.446
C -1.49 1.59 1.06  -0.233
C 0.27 -0.34 -2.39  -0.643
C 1.17 1.81 4.38  -0.010
C -6.89 2.26 -7.62  -0.674
C -3.54 4.70 3.16  -0.678
C 4.03 -3.67 4.15  -0.693
H 1.75 0.90 4.27  0.066
H 2.23 0.87 -0.75  0.033
H -2.19 2.02 1.78  0.101
H -8.69 2.07 -8.67  0.097
H -4.16 0.36 -7.22  0.070
H 5.64 -3.81 5.49  0.102
H -4.23 4.52 5.13  0.096
H 0.63 1.77 5.32  0.102
H -1.26 -0.03 2.27  0.063
H -3.97 1.23 -5.06  0.089
H -2.73 -0.17 -8.04  0.108
H 3.74 -1.90 3.20  -0.035
H 1.82 2.69 4.45  0.098
H -6.95 3.04 -5.75  0.100
H 8.05 -8.87 2.38  0.103
H -2.11 3.76 4.40  0.086
H 5.10 -1.86 4.27  0.091
H 7.12 -8.09 1.15  0.091
H 4.66 -5.23 5.30  0.113
H -8.51 2.94 -6.49  0.096
H -0.73 1.95 3.50  0.136
H -0.37 -1.37 -4.08  0.110
H 5.85 -5.63 3.35  0.058
H 2.49 2.85 2.44  0.119
H 0.29 2.13 0.20  0.131
H -7.26 1.54 -9.48  0.107
H -0.07 -1.17 -0.57  0.059
H 5.82 -6.20 1.71  0.094
H -1.68 3.98 2.74  0.067
H 4.63 0.19 1.91  0.072
H -0.67 -2.14 -1.88  0.105
H 0.43 0.14 -4.34  0.105
H -5.29 5.27 4.00  0.113
H -2.05 -0.35 0.85  0.089
H -1.96 1.72 0.09  0.135
H -2.41 1.34 -4.32  0.089

=====

Entry 7:
DFT (the ωB97M-V functional and the def2-TZVPD basis) results for a cluster of 9 separate species, C9H37ClN16O8Si in total in a non-equilibrium geometry.

## Properties
Orbital gap: 9.42 eV
ΔE to the lowest compared entry with this formula, charge and spin: 40.7 kJ/mol
Charge: 0
HOMO: -9.21 eV

Last column: Löwdin charge in e.
Element x y z (Å)
Cl 0.43 1.16 2.47  0.279
Si 0.39 1.60 4.54  0.309
O -3.75 -3.79 -5.24  0.014
O -0.37 -5.74 -0.58  -0.002
O 0.39 -0.50 -1.20  -0.019
O 3.24 -7.18 -1.43  0.013
O 4.82 1.55 -1.26  0.010
O 3.43 9.41 4.25  0.014
O -3.85 0.33 -3.86  0.009
O 3.44 3.82 5.34  -0.004
N -4.81 -5.50 -4.20  0.151
N 3.09 -8.23 -3.44  0.137
N -0.90 -3.85 0.54  0.158
N -4.01 -0.67 -5.89  0.178
N -5.91 -0.08 -4.72  0.144
N 4.74 5.53 4.61  0.148
N 3.29 4.46 3.17  0.167
N -1.43 0.21 -0.05  0.142
N -1.60 -0.32 -2.28  0.173
N -5.59 -3.33 -4.00  0.158
N 0.57 -3.78 -1.22  0.180
N 1.59 9.91 5.47  0.145
N 1.18 -7.63 -2.28  0.153
N 2.30 7.72 5.25  0.158
N 2.97 1.96 -0.02  0.150
N 3.71 -0.20 -0.35  0.160
C -4.54 -0.11 -4.77  -0.677
C 2.55 -7.65 -2.32  -0.691
C -1.31 2.36 4.90  -0.288
C 2.50 9.04 4.95  -0.686
C 3.89 1.13 -0.59  -0.686
C -4.66 -4.18 -4.52  -0.679
C -0.24 -4.53 -0.43  -0.664
C -0.81 -0.22 -1.19  -0.675
C 3.80 4.56 4.43  -0.690
H -1.47 3.32 4.41  0.020
H -5.50 -2.35 -4.21  0.054
H 2.55 -8.62 -4.18  0.084
H 4.37 -0.84 -0.76  0.102
H -2.05 1.67 4.51  0.016
H 2.94 -0.57 0.18  0.082
H -5.55 -5.84 -3.61  0.091
H 0.74 -7.21 -1.47  0.061
H 3.07 2.94 -0.19  0.093
H -6.50 -0.43 -5.44  0.100
H 0.68 -2.78 -1.11  0.065
H -2.58 -0.10 -2.30  0.060
H 0.82 9.63 6.05  0.089
H -1.17 -0.63 -3.13  0.105
H -1.41 2.41 5.98  0.021
H -2.40 0.45 0.01  0.096
H 2.96 7.07 4.88  0.059
H 1.07 -4.24 -1.95  0.106
H 5.05 6.15 3.88  0.104
H 3.57 5.05 2.41  0.099
H 1.55 7.38 5.82  0.095
H -1.51 -4.37 1.14  0.097
H -4.14 -6.14 -4.57  0.103
H 2.61 3.75 3.00  0.074
H -0.85 0.29 0.77  -0.036
H -4.56 -1.05 -6.63  0.104
H 1.71 10.88 5.27  0.101
H 0.61 -8.00 -3.01  0.088
H 4.09 -8.26 -3.49  0.095
H -3.02 -0.73 -5.94  0.113
H 0.47 0.33 5.28  -0.060
H 1.48 2.49 4.92  -0.071
H -6.33 0.33 -3.90  0.107
H 2.20 1.64 0.55  0.011
H 5.13 5.63 5.52  0.111
H -0.82 -2.86 0.68  0.083
H -6.35 -3.63 -3.41  0.092

=====

no.,DFT total energy (eV)
1,-18880.94877
2,-74585.20867
3,-97779.30002
4,-107047.68138
5,-46214.07419
6,-70266.34232
7,-70564.90142